This record from OMol25 describes the molecule C2H3NO3 in a non-equilibrium geometry. The level of theory is ωB97M-V with the def2-TZVPD basis set.

Element x y z (Å)
C (-0.269, 0.835, 0.166)
C (-1.257, -0.138, -0.049)
H (2.526, -0.330, -0.005)
H (-0.608, 1.936, 0.319)
H (0.262, -1.119, 0.176)
N (0.938, 0.736, -0.207)
O (1.547, -0.590, -0.203)
O (-0.655, -1.349, 0.067)
O (-2.485, 0.020, -0.265)

Calculated values
Lowest unoccupied orbital energy, eV: -0.663
Relative energy (zero: lowest compared OMol25 entry of this formula, charge and spin), kcal/mol: 92.6
E_tot, a.u.: -358.38210
Structure (SMILES): O=C(O)/C=N\O